{"formula": "C20H10BrN4NiOS2", "method": "wB97M-V/def2-TZVPD", "charge": -1, "orbital_gap_ev": [6.04, 6.01], "lumo_ev": [1.397, 1.404], "max_force_ev_per_a": 0.86, "multiplicity": 3, "energy_ev": -161669.9651, "species": ["Ni", "Br", "C", "C", "C", "C", "O", "C", "C", "N", "C", "C", "C", "C", "C", "C", "C", "C", "N", "C", "C", "H", "H", "H", "H", "H", "H", "H", "H", "H", "H", "S", "C", "S", "C", "C", "N", "C", "N"], "coordinates": [[0.760, -0.525, -0.295], [-6.558, -2.532, -0.438], [-4.664, -2.349, -0.405], [-3.858, -3.506, -0.564], [-2.505, -3.407, -0.551], [-1.830, -2.142, -0.368], [-0.576, -2.098, -0.378], [-2.678, -0.991, -0.194], [-2.167, 0.312, -0.007], [-0.921, 0.655, 0.134], [-0.613, 2.015, 0.339], [-1.483, 3.010, 0.718], [-1.051, 4.345, 0.867], [0.250, 4.697, 0.657], [1.189, 3.699, 0.307], [2.562, 3.964, 0.096], [3.410, 2.943, -0.207], [2.897, 1.631, -0.296], [1.631, 1.360, -0.123], [0.761, 2.366, 0.167], [-4.091, -1.133, -0.234], [-4.336, -4.467, -0.702], [-1.874, -4.276, -0.679], [-2.927, 1.097, -0.005], [-2.520, 2.784, 0.921], [-1.774, 5.096, 1.159], [0.579, 5.723, 0.766], [2.922, 4.983, 0.184], [4.465, 3.112, -0.372], [3.532, 0.777, -0.510], [-4.708, -0.249, -0.116], [2.406, -1.516, -1.525], [2.631, -2.407, -0.048], [1.944, -1.621, 1.338], [3.372, -3.569, 0.024], [3.579, -4.242, 1.265], [3.757, -4.798, 2.260], [3.987, -4.134, -1.133], [4.500, -4.606, -2.052]], "atomic_forces_ev_per_a": [[-0.796, 0.072, 0.312], [0.004, 0.002, -0.003], [0.003, -0.097, -0.015], [-0.056, 0.054, 0.001], [0.060, 0.072, 0.022], [-0.060, 0.005, 0.048], [0.140, 0.053, -0.265], [-0.011, -0.015, -0.055], [-0.057, -0.048, -0.028], [0.067, 0.295, -0.069], [0.035, -0.074, 0.031], [-0.032, 0.049, 0.024], [-0.050, -0.049, -0.002], [0.036, -0.014, -0.019], [-0.006, 0.013, 0.027], [-0.020, 0.043, 0.007], [0.028, -0.102, 0.021], [0.106, -0.010, 0.077], [-0.133, 0.260, -0.227], [0.051, -0.041, 0.009], [0.060, 0.063, 0.000], [-0.001, 0.001, 0.002], [-0.004, 0.002, 0.012], [-0.018, -0.024, 0.060], [-0.003, 0.008, 0.013], [-0.002, -0.010, -0.001], [0.000, -0.009, 0.006], [-0.003, -0.007, -0.001], [-0.005, -0.002, 0.010], [-0.008, 0.007, -0.042], [0.000, -0.006, 0.001], [0.149, -0.502, -0.277], [0.305, 0.504, 0.188], [0.241, -0.359, 0.143], [0.037, -0.170, 0.008], [-0.032, 0.042, -0.111], [0.022, -0.011, 0.004], [-0.065, 0.013, 0.112], [0.018, -0.008, -0.022]], "lowdin_spin": [1.599, 0.000, 0.002, 0.000, 0.004, 0.004, 0.045, 0.001, 0.002, 0.033, 0.001, 0.003, 0.000, 0.002, 0.001, 0.001, 0.001, 0.006, 0.041, 0.003, -0.001, 0.000, 0.000, 0.001, 0.000, 0.000, 0.000, 0.000, 0.000, 0.000, 0.000, 0.092, 0.012, 0.128, 0.003, 0.004, 0.002, 0.003, 0.002]}

{"formula": "C20H11BrF3NO5", "method": "wB97M-V/def2-TZVPD", "orbital_gap_ev": 7.54, "lumo_ev": -0.265, "max_force_ev_per_a": 2.86, "energy_ev": -110841.9795, "species": ["O", "C", "C", "C", "C", "C", "C", "F", "F", "F", "C", "C", "N", "C", "C", "C", "O", "C", "O", "C", "C", "C", "C", "Br", "C", "C", "O", "C", "O", "C", "H", "H", "H", "H", "H", "H", "H", "H", "H", "H", "H"], "coordinates": [[-0.735, 2.608, 1.061], [-0.477, 1.592, 0.415], [-0.509, 1.783, -1.022], [-1.425, 1.145, -1.890], [-1.322, 1.323, -3.258], [-0.343, 2.135, -3.829], [-0.274, 2.363, -5.327], [-1.372, 1.865, -5.925], [-0.220, 3.672, -5.666], [0.740, 1.632, -5.897], [0.582, 2.754, -2.972], [0.497, 2.552, -1.584], [-0.143, 0.393, 1.064], [0.272, -0.777, 0.390], [0.612, -1.095, -0.944], [1.004, -2.380, -1.325], [1.441, -2.572, -2.610], [0.963, -3.418, -0.414], [1.210, -4.685, -0.835], [0.652, -3.138, 0.952], [0.351, -1.827, 1.338], [0.107, -1.262, 2.652], [0.222, -1.815, 3.940], [0.867, -3.567, 4.237], [-0.092, -1.070, 5.039], [-0.507, 0.228, 4.893], [-0.797, 0.972, 6.020], [-0.588, 0.842, 3.619], [-1.008, 2.152, 3.568], [-0.256, 0.092, 2.447], [-2.208, 0.492, -1.480], [-2.082, 0.860, -3.897], [1.395, 3.336, -3.327], [1.208, 3.030, -0.913], [0.739, -0.341, -1.704], [1.717, -3.485, -2.726], [1.070, -5.294, -0.082], [0.663, -3.978, 1.610], [0.077, -1.469, 6.020], [-1.133, 1.839, 5.697], [-0.896, 2.512, 2.664]], "atomic_forces_ev_per_a": [[0.151, -0.397, 0.052], [-0.255, 0.384, 2.643], [0.044, -1.493, -2.444], [0.265, 0.070, 0.821], [-0.813, 0.024, -0.526], [0.713, 0.591, 0.848], [-0.499, -1.103, -0.337], [-0.286, 0.239, 0.052], [0.678, -0.940, 0.205], [-0.151, 1.368, 0.521], [-0.824, -0.962, 0.689], [0.058, 0.493, -0.447], [-0.470, 1.273, -1.609], [0.368, -2.451, -0.454], [0.371, 0.784, 0.416], [0.007, 0.450, -0.093], [-0.307, 0.355, 0.253], [-0.802, 0.496, 2.403], [0.103, -0.671, 0.322], [0.339, 0.446, -2.351], [0.294, -0.265, -0.245], [-0.076, -0.121, -0.065], [-0.120, 0.183, -1.207], [-0.015, -0.067, 0.022], [0.309, -0.065, 0.353], [-0.369, 1.544, -0.408], [-0.191, 0.269, -1.130], [-0.161, 0.664, -1.474], [0.218, -0.922, 1.244], [0.093, -0.487, 2.467], [0.405, 0.337, -0.225], [0.437, 0.136, 0.215], [0.434, 0.515, -0.505], [-0.016, -0.065, -0.250], [-0.199, 0.095, -0.092], [-0.033, -0.198, 0.092], [0.191, 0.443, -0.709], [-0.039, -0.122, 0.556], [-0.179, -0.064, 0.346], [0.312, -0.603, 0.294], [0.019, -0.161, -0.241]], "mulliken_charge": [-0.744, 0.886, -0.138, -0.195, -0.577, 0.260, 0.800, -0.284, -0.241, -0.244, -1.056, -0.207, 0.135, -0.336, -0.334, -0.094, -0.581, 0.734, -0.619, -0.670, 0.831, 0.011, -0.253, -0.233, -0.700, -0.077, -0.622, 1.189, -0.735, -0.191, 0.404, 0.430, 0.440, 0.427, 0.499, 0.317, 0.298, 0.228, 0.455, 0.355, 0.430]}